Record 1
Molecular formula: C4H7NO
Method: DFT, wB97M-V/def2-TZVPD

XYZ file:
```
13
C4H7NO wB97M-V/def2-TZVPD
C -0.37554 -1.20359 -0.96101
C 0.58111 -0.31357 -0.16909
C 0.28666 1.20609 -0.24451
N -0.47110 1.49972 0.97254
C -0.32042 0.48511 1.71165
O 0.39725 -0.57820 1.25147
H -0.01018 -2.23138 -1.06714
H -1.34431 -1.24701 -0.45312
H -0.53064 -0.79664 -1.96568
H 1.62123 -0.53636 -0.42777
H 1.20865 1.80306 -0.22190
H -0.28291 1.51014 -1.12865
H -0.73571 0.40861 2.71516
```

Summary:
Structure (SMILES): C[C@H]1CN=CO1
Total charge: 0
Relative energy (zero: lowest compared OMol25 entry of this formula, charge and spin), eV: 1.026
Frontier orbital gap, eV: 10.65

Results of the natural (NBO) charge analysis, in e, for atoms 1 through 5:
1. C -0.635
2. C 0.067
3. C -0.281
4. N -0.467
5. C 0.371

Record 2
Molecular formula: C4H7NO
Method: DFT, wB97M-V/def2-TZVPD

XYZ file:
```
13
C4H7NO wB97M-V/def2-TZVPD
C 1.44163 -0.55146 -0.01518
C 0.00429 -0.08805 -0.06408
C -1.03740 -0.96705 0.54888
O -2.21947 -0.82510 0.32019
C -0.31416 1.37057 -0.01322
N -0.47340 0.62989 -1.24610
H 1.68268 -1.22004 -0.84890
H 2.11700 0.31015 -0.05012
H 1.62280 -1.07846 0.93051
H -0.67966 -1.77060 1.22402
H -1.20093 1.68176 0.53437
H 0.53175 2.05691 -0.00385
H -1.46602 0.39828 -1.34550
```

Summary:
Structure (SMILES): C[C@@]1(C=O)CN1
Total charge: 0
Relative energy (zero: lowest compared OMol25 entry of this formula, charge and spin), eV: 1.857
Frontier orbital gap, eV: 10.75

Results of the natural (NBO) charge analysis, in e, for atoms 1 through 5:
1. C -0.607
2. C -0.070
3. C 0.433
4. O -0.539
5. C -0.218

Record 3
Molecular formula: C4H7NO
Method: DFT, wB97M-V/def2-TZVPD

XYZ file:
```
13
C4H7NO wB97M-V/def2-TZVPD
H -2.03788 1.39109 -0.43924
N -1.42951 0.91602 0.22577
C -0.26017 0.70738 -0.18252
C 0.29950 0.81716 -1.55995
O 0.92411 0.53384 0.85528
C 0.65832 -0.57140 1.56121
C -0.02137 -1.61779 1.01842
H 0.08784 -0.09612 -2.12126
H -0.14810 1.68037 -2.05999
H 1.37756 0.97511 -1.54369
H 0.87350 -0.46743 2.62336
H -0.38184 -2.41568 1.65771
H 0.05804 -1.85253 -0.03509
```

Summary:
Structure (SMILES): [H]/N=C(\C)OC=C
Total charge: 0
Relative energy (zero: lowest compared OMol25 entry of this formula, charge and spin), eV: 2.941
Frontier orbital gap, eV: 9.47

Results of the natural (NBO) charge analysis, in e, for atoms 1 through 5:
1. H 0.371
2. N -0.655
3. C 0.608
4. C -0.722
5. O -0.541

Record 4
Molecular formula: C4H7NO
Method: DFT, wB97M-V/def2-TZVPD

XYZ file:
```
13
C4H7NO wB97M-V/def2-TZVPD
N -2.41044 1.75066 -0.27730
C -1.81639 0.78626 -0.02574
C -0.97492 -0.35896 0.29487
C 0.00014 -0.66766 -0.85684
C 1.15792 0.18036 -0.28244
O 1.31556 -0.06677 1.29052
H -0.16800 -0.14916 1.21711
H -1.51841 -1.21830 0.65803
H 0.24556 -1.73342 -0.93932
H -0.33774 -0.37711 -1.88412
H 2.15153 -0.10705 -0.55928
H 0.90152 1.23089 -0.47983
H 1.45367 0.73027 1.84436
```

Summary:
Structure (SMILES): N#CCCCO
Total charge: 0
Relative energy (zero: lowest compared OMol25 entry of this formula, charge and spin), eV: 2.844
Frontier orbital gap, eV: 10.57

Results of the natural (NBO) charge analysis, in e, for atoms 1 through 5:
1. N -0.364
2. C 0.289
3. C -0.615
4. C -0.427
5. C -0.064

Record 5
Molecular formula: C4H7NO
Method: DFT, wB97M-V/def2-TZVPD

XYZ file:
```
13
C4H7NO wB97M-V/def2-TZVPD
C 1.65896 0.94865 -0.02870
C 0.10893 0.90990 -0.32206
N 0.21776 -0.52713 -0.53760
C -0.45821 -1.27815 0.22570
C -1.92256 -1.10086 0.25805
O -2.67610 -1.94990 0.68127
H 2.05154 1.89829 -0.35116
H 2.23483 0.15752 -0.54609
H 1.80717 0.75376 1.03513
H -0.49225 1.17751 0.57805
H -0.22448 1.55799 -1.14992
H -0.02292 -2.21578 0.56661
H -2.26486 -0.27673 -0.40672
```

Summary:
Structure (SMILES): CC/N=C\C=O
Total charge: 0
Relative energy (zero: lowest compared OMol25 entry of this formula, charge and spin), eV: 3.456
Frontier orbital gap (alpha / beta), eV: 8.86 / 8.86

Results of the natural (NBO) charge analysis, in e, for atoms 1 through 5:
1. C -0.586
2. C -0.268
3. N -0.339
4. C -0.014
5. C 0.342

Record 6
Molecular formula: C4H7NO
Method: DFT, wB97M-V/def2-TZVPD

XYZ file:
```
13
C4H7NO wB97M-V/def2-TZVPD
N -0.67573 -2.65096 0.58758
C -0.01539 -1.85839 0.06389
C 0.78869 -0.81404 -0.58851
C -0.03596 0.44740 -0.88734
C -0.55647 1.08889 0.44723
O 0.33333 0.97158 1.55650
H 1.59174 -0.53272 0.09265
H 1.24469 -1.23821 -1.49020
H 0.57222 1.14816 -1.45328
H -0.87178 0.14399 -1.55871
H -0.77476 2.17442 0.36410
H -1.41274 0.42788 0.54712
H -0.18784 0.69203 2.31897
```

Summary:
Structure (SMILES): N#CCCCO
Total charge: 0
Relative energy (zero: lowest compared OMol25 entry of this formula, charge and spin), eV: 1.368
Frontier orbital gap, eV: 11.65

Results of the natural (NBO) charge analysis, in e, for atoms 1 through 5:
1. N -0.340
2. C 0.289
3. C -0.519
4. C -0.401
5. C -0.080

Record 7
Molecular formula: C4H7NO
Method: DFT, wB97M-V/def2-TZVPD

XYZ file:
```
13
C4H7NO wB97M-V/def2-TZVPD
C -1.68818 -0.40472 0.10286
C -0.60705 -0.72070 0.81550
N 0.57989 -1.12924 0.15529
C 1.25118 0.01552 -0.49570
C 0.36090 1.25728 -0.42173
O 0.52562 2.17153 0.34731
H -1.68686 -0.61177 -0.96250
H -2.44017 0.27868 0.48799
H -0.54492 -0.45893 1.86982
H 1.21621 -1.62555 0.76764
H 1.44784 -0.18656 -1.55898
H 2.21498 0.24713 -0.01899
H -0.48978 1.27732 -1.13844
```

Summary:
Structure (SMILES): C=CNCC=O
Total charge: 0
Relative energy (zero: lowest compared OMol25 entry of this formula, charge and spin), eV: 2.584
Frontier orbital gap, eV: 9.92

Results of the natural (NBO) charge analysis, in e, for atoms 1 through 5:
1. C -0.434
2. C -0.013
3. N -0.635
4. C -0.318
5. C 0.431

Record 8
Molecular formula: C4H7NO
Method: DFT, wB97M-V/def2-TZVPD

XYZ file:
```
13
C4H7NO wB97M-V/def2-TZVPD
O -1.60296 -1.29556 0.75596
C -1.15988 -0.30312 -0.06634
C -0.12134 1.38904 0.20766
N 0.78941 0.76066 -0.71446
C 1.30800 -0.40440 -0.03538
C 0.06629 -0.53199 -0.84946
H -0.83878 -1.83683 1.01593
H -1.66543 0.64080 -0.07130
H 0.27283 1.65840 1.18437
H -0.62057 2.26094 -0.26317
H 1.23833 -0.43066 1.05485
H 2.23233 -0.78625 -0.45191
H 0.10177 -1.12102 -1.76676
```

Summary:
Total charge: 0
Relative energy (zero: lowest compared OMol25 entry of this formula, charge and spin), eV: 5.318
Frontier orbital gap, eV: 8.72

Results of the natural (NBO) charge analysis, in e, for atoms 1 through 5:
1. O -0.664
2. C 0.078
3. C -0.309
4. N -0.385
5. C -0.268